Record 1
Here is C28H35N5OOsP2 as an isolated structure from the Open Molecules 2025 dataset. Energies are from ωB97M-V/def2-TZVPD.

XYZ file:
```
72
Properties=species:S:1:pos:R:3:forces:R:3:lowdin_charge:R:1
Os 1.073868 -0.043936 0.693202 0.271 1.016 1.679 1.014
C 0.435932 -1.756111 -2.963545 0.319 0.160 -0.434 -0.082
C -0.533867 -0.877352 -2.692605 0.003 -0.508 -0.802 -0.127
C -1.979852 -1.266437 -2.583575 -0.269 0.335 -0.138 -0.165
C -2.288625 -2.435798 -1.631284 -0.523 -0.784 0.168 -0.160
C -1.361061 -2.509936 -0.452494 -0.515 0.117 0.602 -0.109
C -0.085755 -2.919974 -0.439072 -0.342 -0.755 0.545 -0.132
C 0.551961 -3.765472 -1.480613 0.645 0.718 -0.420 -0.154
C 0.294161 -3.245315 -2.893237 0.060 -0.532 -1.116 -0.159
C 1.274777 0.460954 2.700188 0.919 -0.069 1.744 -0.283
H 1.398117 -1.398115 -3.337671 -0.269 -0.069 0.420 0.086
H -0.309540 0.183596 -2.730680 -0.030 -0.256 -0.406 0.043
H -2.381422 -1.501525 -3.582849 0.264 -0.003 0.218 0.144
H -2.543101 -0.379004 -2.283808 -0.102 -0.151 -0.130 0.084
H -3.317734 -2.330373 -1.254096 0.280 0.066 -0.140 0.127
H -2.309278 -3.391777 -2.166619 0.086 0.248 -0.014 0.119
H -1.870278 -2.298561 0.493896 0.662 0.257 -0.447 0.079
H 0.515054 -2.845946 0.464294 -0.600 -0.300 -0.112 0.054
H 0.270922 -4.820999 -1.390335 -0.156 0.210 0.084 0.143
H 1.622670 -3.725176 -1.282518 0.240 -0.198 -0.158 0.111
H 1.030881 -3.709642 -3.565087 -0.204 0.149 0.114 0.128
H -0.682625 -3.581409 -3.269696 0.312 0.215 0.162 0.117
H 2.365949 0.319473 2.709687 -0.313 -0.025 0.467 0.031
H 0.872968 -0.225425 3.462094 0.112 0.495 -0.516 0.006
H 1.088994 1.514814 2.940454 -0.079 -0.329 -0.060 0.040
P -1.032948 0.153260 1.439151 -1.763 -1.957 3.877 0.980
P 0.627386 1.506751 -0.843931 1.685 2.176 -0.836 1.004
N -1.183409 -1.582793 2.379703 0.344 1.644 -0.762 -0.200
N -1.696484 1.070138 2.775402 0.943 -0.613 -1.274 -0.221
N 2.012273 0.790136 -2.068728 -0.835 1.383 -1.235 -0.145
N 1.187939 3.239296 -0.853805 -0.428 -1.658 -0.053 -0.234
C -2.008281 0.736826 -0.004422 -0.197 -0.092 -0.420 -0.306
C -1.211189 1.711958 -0.974511 -0.607 -0.042 -0.258 -0.297
C 0.006703 -2.286406 2.510716 0.030 -0.902 0.279 -0.268
C -0.226811 -3.521493 3.111487 -0.129 1.266 -0.610 -0.046
C -1.629114 -3.587409 3.349533 -0.189 1.270 -0.601 -0.046
C -2.189746 -2.381153 2.915935 0.146 -0.548 0.064 -0.121
C -1.446277 0.797654 4.127356 -0.537 0.448 0.781 -0.132
C -2.399385 1.428194 4.897386 0.710 -0.513 -1.133 -0.030
C -3.274605 2.127855 4.000687 0.533 -0.392 -0.924 -0.040
C -2.818425 1.910243 2.716984 -0.607 0.326 0.815 -0.122
C 2.774467 -0.288194 -1.638742 -0.849 0.295 0.170 -0.132
C 3.698386 -0.648074 -2.620032 0.224 1.054 -1.626 0.018
C 3.483924 0.228832 -3.711324 1.012 -1.480 0.960 0.031
C 2.444663 1.111805 -3.356738 -0.579 -0.628 1.694 0.015
C 1.292664 3.958436 -2.053533 0.094 0.879 0.296 -0.134
C 1.445524 5.310674 -1.764181 -0.228 -1.412 0.275 -0.037
C 1.406231 5.446718 -0.334077 -0.210 -1.415 -0.257 -0.037
C 1.229629 4.173554 0.200181 -0.043 0.732 -0.366 -0.125
H -2.907608 1.245053 0.355235 0.213 -0.097 -0.274 0.074
H -2.354626 -0.180094 -0.497139 0.244 0.389 0.061 0.049
H -1.516578 1.629328 -2.037862 -0.241 0.026 0.728 0.096
H -1.405711 2.755849 -0.653712 0.307 -0.420 -0.232 0.107
H 0.943453 -1.874301 2.105337 -0.373 -0.407 0.613 0.052
H 0.520802 -4.262322 3.356441 -0.094 0.084 -0.058 0.112
H -2.166979 -4.434367 3.749790 -0.021 0.232 0.166 0.111
H -3.213308 -2.032444 2.965342 0.160 -0.061 -0.033 0.120
H -0.586212 0.227405 4.438339 -0.438 -0.055 -0.001 0.097
H -2.452591 1.361115 5.972256 -0.042 0.119 -0.050 0.116
H -4.155292 2.686057 4.271325 0.080 0.140 -0.063 0.112
H -3.159798 2.307795 1.772895 -0.124 0.019 0.373 0.095
H 2.658765 -0.779376 -0.653253 0.143 0.184 -1.180 0.081
H 4.425321 -1.443902 -2.497117 -0.110 0.211 -0.242 0.139
H 4.032837 0.207379 -4.644476 -0.154 0.153 0.079 0.135
H 1.980805 1.896202 -3.937887 0.133 -0.148 0.047 0.127
H 1.262941 3.426049 -2.990676 -0.059 0.341 0.026 0.077
H 1.577541 6.103135 -2.489526 -0.010 -0.174 0.110 0.114
H 1.517258 6.376283 0.216114 -0.038 -0.369 -0.029 0.119
H 1.153786 3.871904 1.234745 0.035 -0.084 -0.108 0.113
O 4.081075 2.998865 0.890641 -1.892 -2.855 -0.230 0.167
C 3.398574 2.017001 0.781539 2.965 4.240 0.455 -0.400
N 2.739312 1.040026 0.627122 0.023 -1.294 -0.321 -0.144
```
Forces are in eV/Å.

spin multiplicity = 5
total charge = +2
energy above the lowest of the compared OMol25 structures with the same formula, charge and spin = 418.4 kJ/mol
Kohn-Sham gap (spin up / spin down) = 6.0 / 3.9 eV
⟨S²⟩ = 6.03



Record 2
Here is a single C28H35NO5 molecule from the Open Molecules 2025 dataset. Energies are from ωB97M-V/def2-TZVPD.

XYZ file:
```
69
Properties=species:S:1:pos:R:3:forces:R:3:lowdin_charge:R:1
C 6.772623 1.789157 -1.264660 -0.324 -0.313 0.051 -0.064
C 5.546403 0.910082 -1.451963 0.090 0.283 -0.265 -0.266
O 5.498232 0.003601 -0.368355 0.029 -0.116 0.169 -0.055
C 4.480670 -0.898606 -0.307066 -0.084 -0.184 0.163 -0.285
C 3.448691 -1.008752 -1.233232 0.221 0.223 -0.142 -0.029
C 2.452205 -1.950768 -1.045634 0.076 -0.164 0.190 -0.034
C 2.457731 -2.803529 0.047192 0.067 -0.150 -0.040 -0.225
C 3.499757 -2.697249 0.960726 -0.013 0.030 -0.147 -0.041
C 4.497628 -1.760006 0.791001 0.165 0.195 -0.139 -0.018
H 5.308706 -1.672533 1.497451 0.096 0.013 0.088 0.120
H 3.531749 -3.355736 1.817000 -0.020 -0.079 0.098 0.116
C 1.325825 -3.776085 0.243229 -0.081 0.171 -0.038 -0.156
N 0.135209 -3.051182 0.669578 -0.020 -0.249 -0.051 -0.202
C 0.269347 -2.593846 2.036036 -0.037 0.088 -0.019 -0.064
H 1.165399 -1.982438 2.119602 -0.003 0.073 0.112 0.078
H -0.585547 -1.978162 2.301997 0.001 0.054 0.095 0.077
H 0.341044 -3.430061 2.750474 0.009 -0.044 0.010 0.096
C -1.108668 -3.763531 0.449397 -0.392 0.159 -0.061 -0.145
H -1.382281 -4.415053 1.293582 0.018 -0.054 -0.054 0.132
C -2.259795 -2.779842 0.205034 0.529 0.378 -0.222 -0.345
O -3.450133 -3.525125 0.077967 -0.295 -0.151 -0.043 -0.016
H -4.133026 -2.921105 -0.235958 -0.016 -0.070 0.061 0.095
C -1.983388 -1.938904 -1.047459 0.149 -0.299 0.271 -0.137
O -2.817397 -0.794705 -1.060350 -0.281 0.140 0.026 -0.104
C -2.130018 0.436568 -1.221822 0.185 0.169 -0.010 -0.259
C -3.126497 1.571027 -1.210767 -0.177 -0.265 -0.099 -0.175
C -2.730918 2.831183 -1.648936 -0.160 -0.047 0.036 -0.020
C -3.606992 3.892793 -1.616777 -0.132 0.097 0.024 0.003
C -4.909257 3.721930 -1.142816 0.095 -0.085 -0.001 -0.278
C -5.307151 2.466531 -0.701721 -0.276 0.348 0.039 -0.012
C -4.415623 1.406323 -0.735790 0.280 -0.105 -0.117 -0.021
H -4.729817 0.431822 -0.397610 -0.051 -0.092 0.022 0.114
H -6.305164 2.297233 -0.328688 -0.095 0.028 0.023 0.102
O -5.697008 4.835106 -1.156826 0.312 -0.029 -0.100 -0.088
C -7.020513 4.725424 -0.694590 -0.190 -0.022 0.069 -0.095
H -7.599042 4.014756 -1.294022 0.025 0.014 0.035 0.095
H -7.453066 5.719236 -0.799895 -0.016 -0.089 0.028 0.092
H -7.056118 4.426164 0.358144 -0.002 -0.006 -0.045 0.095
H -3.310387 4.872712 -1.955951 0.040 0.120 -0.046 0.117
H -1.725340 2.977081 -2.016017 0.128 0.042 -0.043 0.119
C -1.106675 0.652894 -0.123899 0.171 -0.147 -0.294 -0.186
C -1.519410 0.742951 1.201497 0.146 0.006 0.038 -0.012
C -0.598353 0.881502 2.215196 0.071 0.013 0.085 0.001
C 0.767731 0.933087 1.928436 -0.048 0.039 -0.123 -0.281
C 1.183305 0.865635 0.605499 0.332 0.085 0.357 -0.008
C 0.246971 0.722257 -0.404125 -0.366 0.028 0.036 -0.026
H 0.588133 0.662366 -1.428288 0.021 -0.055 -0.134 0.115
H 2.229310 0.904769 0.348516 0.121 -0.023 0.024 0.092
O 1.599242 1.045579 3.000483 -0.400 -0.023 0.015 -0.080
C 2.988218 1.063782 2.772091 0.252 -0.020 -0.049 -0.073
H 3.326961 0.152596 2.267845 -0.036 0.068 0.010 0.075
H 3.286945 1.936254 2.181970 -0.009 -0.026 -0.005 0.099
H 3.447414 1.124384 3.757577 0.018 0.003 -0.081 0.096
H -0.907187 0.946121 3.246833 -0.045 0.007 0.135 0.121
H -2.574156 0.698835 1.428944 -0.130 0.010 0.068 0.125
H -1.607355 0.431193 -2.194674 -0.048 0.012 0.161 0.159
H -2.195101 -2.541358 -1.941590 0.038 0.009 0.086 0.142
H -0.926549 -1.661407 -1.036061 -0.066 -0.002 -0.026 0.109
H -2.345836 -2.088588 1.057182 0.084 -0.040 -0.121 0.139
H -1.020843 -4.391034 -0.440079 0.039 -0.048 0.000 0.128
H 1.616386 -4.554799 0.969878 -0.013 -0.012 -0.068 0.125
H 1.104248 -4.262902 -0.709748 -0.002 -0.047 0.077 0.123
H 1.650142 -2.023368 -1.764685 -0.130 0.010 -0.103 0.116
H 3.409563 -0.366482 -2.099371 0.026 0.078 -0.075 0.106
H 4.637085 1.528030 -1.469619 0.050 -0.125 -0.025 0.123
H 5.615340 0.361249 -2.401444 -0.084 0.038 0.107 0.126
H 6.703343 2.327159 -0.323211 0.016 0.091 0.069 0.077
H 7.668474 1.174987 -1.246275 0.114 -0.023 -0.019 0.078
H 6.844585 2.502801 -2.080382 0.027 0.083 -0.072 0.076
```
Forces are in eV/Å.

total charge = 0
energy above the lowest of the compared OMol25 structures with the same formula, charge and spin = 4.3 kJ/mol
Kohn-Sham gap = 8.7 eV



Record 3
Here is a 3-piece molecular cluster, C28H36BBrFN2O10P overall from the Open Molecules 2025 dataset. Energies are from ωB97M-V/def2-TZVPD.

XYZ file:
```
80
Properties=species:S:1:pos:R:3:forces:R:3:lowdin_charge:R:1
C 0.747269 2.802197 1.559575 0.243 0.414 1.250 -0.127
C 2.331555 2.441988 1.845492 0.486 0.803 -0.631 -0.266
C 2.974596 1.399982 0.705614 -1.288 0.813 -0.208 -0.612
Br 4.726521 0.585769 1.363086 -1.314 0.581 -0.515 0.590
C 1.930903 0.216427 0.248245 -2.467 -3.296 -1.278 -0.070
C 1.610593 -0.139365 -1.354385 -1.428 -2.287 2.637 0.055
B 2.300132 0.696462 -2.624601 0.200 1.217 -0.198 -0.459
N 2.105876 2.231254 -2.559190 -2.104 -2.815 -0.911 0.105
O 3.016013 0.075382 -3.756086 -3.150 1.704 0.646 0.015
C 0.541615 -1.338406 -1.814329 0.079 0.051 2.668 -0.054
C 0.259698 -1.570554 -3.446709 -0.034 -0.291 0.235 -0.084
C -0.255011 -2.283361 -0.729059 2.476 2.914 1.411 -0.048
C -1.303542 -3.494164 -1.076002 -0.167 0.177 0.494 -0.148
C -2.866373 -3.133932 -0.606602 -2.156 -3.229 0.432 -0.182
N -3.726196 -4.189648 -0.428958 3.171 4.427 -0.547 0.030
C 0.055501 -1.947450 0.879801 1.203 1.580 -1.986 0.036
C 1.123005 -0.744335 1.339261 -0.840 -0.557 -1.936 0.031
C 1.277118 -0.571603 2.995859 3.655 0.206 1.745 -0.196
O 2.439819 -0.403657 3.629894 -7.449 -0.778 -3.865 -0.046
C -0.173972 -0.683646 3.820902 -2.925 -0.148 1.405 -0.010
C -0.568376 0.349848 5.030774 -2.340 -3.502 -1.984 0.026
C -2.049736 0.165189 5.730653 0.965 -1.748 -2.647 -0.139
P -2.528079 1.409543 7.102113 -1.640 -0.529 3.144 0.713
O -2.843085 0.701740 8.479931 1.320 2.805 -5.116 -0.357
O -1.243677 2.608136 7.187235 -2.413 -2.108 -2.583 -0.218
O -3.939536 2.291616 6.481969 1.558 -2.327 1.495 -0.253
C -3.123856 -1.028416 5.276828 2.482 0.259 -1.489 -0.038
F -4.456782 -1.114422 5.960036 4.491 0.360 -2.318 -0.079
C -2.730865 -2.083189 4.048105 2.621 3.088 1.342 0.077
C -1.259246 -1.867304 3.352811 -0.440 1.924 1.836 0.001
C -0.737344 -2.810360 2.073497 -0.252 -4.035 0.148 -0.192
O -0.913308 -4.133200 2.056054 0.884 8.311 -0.022 -0.018
H 0.536555 3.018101 0.427559 0.299 -0.620 2.279 0.076
H 0.532885 3.803044 2.173564 0.408 -2.080 -1.445 0.089
H 0.010237 1.997249 2.028115 1.559 1.565 -1.385 0.077
H 2.563935 2.112032 2.945679 -0.655 0.369 -2.256 0.094
H 2.926112 3.464783 1.685147 -1.146 -2.302 0.347 0.119
H 3.309512 2.117901 -0.182941 -0.991 -2.123 1.642 0.098
H 1.958181 2.613877 -3.520635 0.622 -0.148 1.060 0.074
H 1.171848 2.379538 -2.073470 1.654 0.006 -0.477 0.081
H 2.485177 0.375562 -4.576074 1.578 -0.652 1.649 0.126
H -0.071287 -0.557619 -3.984974 0.980 -2.153 1.296 0.103
H -0.627028 -2.325407 -3.647157 1.802 1.603 0.758 0.075
H 1.208004 -2.059373 -3.982865 -2.046 1.392 1.242 0.084
H -1.381327 -3.778599 -2.210353 0.403 0.925 2.125 0.105
H -0.891798 -4.472448 -0.529349 -1.284 2.276 -0.998 0.133
H -3.261261 -2.023195 -0.474418 1.298 -2.174 -0.350 0.126
H -4.677705 -3.850336 -0.164355 0.961 0.011 -0.305 0.031
H 0.211366 1.201708 5.330050 -2.031 -2.202 -0.568 0.121
H -0.988630 2.873424 6.233996 -0.665 -0.477 2.072 0.083
H -4.787610 1.844287 6.826054 2.051 0.725 -0.490 0.099
H -3.460843 -2.932360 3.667973 1.732 2.048 1.010 0.124
O -2.134055 3.419747 -0.375195 -1.219 0.450 1.763 0.069
C -2.991518 3.755102 0.437871 0.850 -0.550 -1.170 -0.500
O -2.833369 3.496157 1.754061 0.673 0.020 -0.249 -0.016
C -3.679818 4.008902 2.796699 -0.312 -0.113 0.115 -0.224
C -4.900958 3.128868 2.984727 -0.121 -0.138 -0.097 -0.066
C -4.279170 4.379137 -0.026488 -0.001 0.649 -0.104 0.007
H -3.937732 5.055770 2.616592 -0.012 -0.102 -0.126 0.116
H -3.083037 3.995593 3.715692 0.088 -0.091 -0.334 0.117
H -5.520989 3.103215 2.085345 0.014 0.113 0.076 0.067
H -5.512930 3.490560 3.816635 0.123 -0.049 -0.084 0.083
H -4.600182 2.096254 3.190764 0.033 0.198 0.085 0.081
H -4.969065 3.590897 -0.335926 0.070 0.078 0.041 0.099
H -4.061043 5.025297 -0.881166 0.000 -0.340 0.007 0.094
H -4.754808 5.013008 0.717511 -0.123 -0.178 0.103 0.069
O 2.059072 -2.704177 -6.546744 2.148 0.125 0.021 0.067
C 3.266503 -2.847670 -6.372682 -1.419 -0.137 -0.166 -0.506
O 4.158025 -2.230968 -7.178468 -0.578 0.405 -0.037 -0.007
C 5.575736 -2.183145 -6.945477 0.233 -0.206 -0.021 -0.229
C 6.256484 -3.423671 -7.491991 -0.049 -0.197 -0.058 -0.068
C 3.777392 -3.787685 -5.315109 0.063 0.233 0.581 0.010
H 5.796429 -2.011526 -5.888721 -0.122 -0.111 -0.040 0.116
H 5.948932 -1.303373 -7.481758 -0.373 -0.116 0.051 0.124
H 5.904365 -4.329311 -6.992177 0.092 0.095 0.047 0.067
H 7.341121 -3.357015 -7.363452 -0.138 0.016 -0.016 0.083
H 6.034130 -3.543975 -8.557494 0.072 0.125 0.147 0.086
H 3.775750 -4.806421 -5.709069 -0.004 0.102 0.030 0.100
H 3.108562 -3.732360 -4.451872 -0.042 -0.141 -0.274 0.086
H 4.768617 -3.537896 -4.945462 0.097 -0.110 -0.150 0.072
```
Forces are in eV/Å.

total charge = 0
Kohn-Sham gap = 6.9 eV



Number 1: E_tot -60121.253 eV, largest force on an atom 5.19 eV Å⁻¹. Number 2: E_tot -41330.402 eV, largest force on an atom 0.69 eV Å⁻¹. Number 3: E_tot -135781.510 eV, largest force on an atom 8.43 eV Å⁻¹.